{
  "formula": "C2H2N2O2",
  "method": "the ωB97M-V functional and the def2-TZVPD basis",
  "species": ["C", "C", "N", "N", "O", "O", "H", "H"],
  "positions_angstrom": [[-1.544, 0.154, -0.006], [0.018, -0.398, 0.248], [2.176, 0.628, 0.043], [1.136, 0.419, 0.637], [0.187, -1.594, 0.214], [-2.001, 1.151, 0.477], [-2.232, -0.621, -0.629], [2.260, 0.261, -0.986]],
  "forces_ev_per_angstrom": [[-0.2, -0.5, 0.1], [-0.5, -0.9, -1.2], [0.5, -0.3, -1.6], [-1.2, 0.4, 0.5], [-0.5, 0.8, 0.0], [0.8, -1.0, -0.6], [1.8, 1.3, 1.2], [-0.7, 0.2, 1.5]],
  "energy_ha": -337.290202,
  "mol_weight_g_mol": 86.1,
  "homo_ha": -0.351,
  "e_above_lowest_kj_mol": 352.40,
  "lumo_energy_ev": -0.76,
  "orbital_gap_ev": 8.79,
  "largest_force_ha_per_bohr": 0.049
}